Record 1
DFT (ωB97M-V/def2-TZVPD) results for a molecular structure, C10H22CuN2O8 at a distorted geometry.

- Energy relative to the best compared isomer or geometry (same formula, charge and spin): 1273.5 kJ/mol
- Total charge: -2
- E_LUMO (alpha / beta): 0.1568 / 0.1575 Ha
- HOMO-LUMO gap (alpha / beta): 2.1 / 2.1 eV
- Multiplicity: 2

```
43
Properties=species:S:1:pos:R:3:lowdin_spin:R:1
O -0.07 1.16 -1.96 0.000
C -1.15 1.12 -2.90 -0.001
H 3.42 -1.51 2.53 0.000
C 2.51 0.95 2.73 0.000
H 1.08 -3.03 1.51 0.000
H 2.11 -1.19 -1.31 0.000
H -3.18 -0.15 -1.41 0.000
O -3.06 -1.34 3.25 0.521
C 2.91 -1.80 -0.89 -0.002
C -1.68 -0.36 -2.82 -0.001
H -3.66 -0.12 -3.84 0.000
H -2.53 -1.51 -1.47 0.000
H 1.57 2.46 -2.61 0.000
O -3.47 3.90 3.20 0.002
O -3.07 -1.49 5.25 -0.195
H 3.13 -3.00 0.81 0.000
H 1.09 -3.13 -0.12 0.000
C 3.12 -1.04 1.59 0.000
H -2.18 -0.50 -4.83 0.000
H 2.72 0.58 3.74 0.000
N 1.24 -2.51 0.66 0.000
C -2.71 -0.65 -3.89 -0.002
O 2.09 -0.09 1.87 0.000
C -2.50 -1.86 4.21 0.101
H -2.91 -1.71 -3.73 0.000
C -2.65 3.95 2.31 0.000
H 3.96 -0.46 1.20 0.000
C 2.60 -2.08 0.54 -0.001
H 2.87 -2.72 -1.48 -0.001
H 3.40 1.48 2.39 0.000
Cu -0.77 -0.23 1.13 -0.004
O -2.34 2.80 2.26 -0.003
H -1.95 1.84 -2.74 0.000
C 0.71 2.39 -1.95 -0.001
O -1.69 -0.93 4.12 0.586
H 1.84 1.79 2.60 0.000
H 1.13 2.58 -0.97 0.000
N -2.25 -0.54 -1.45 0.000
H -0.94 -1.08 -3.16 0.000
O -1.84 4.72 2.76 0.003
H 3.74 -1.17 -1.20 0.000
H 0.16 3.33 -1.98 0.000
H -0.76 1.16 -3.91 0.000
```

***

Record 2
DFT (ωB97M-V/def2-TZVPD) results for a single C5H12N2O3 molecule at a distorted geometry.

- Energy relative to the best compared isomer or geometry (same formula, charge and spin): 321.1 kJ/mol
- SMILES string: CN[C@@H](CO)[C@@H](O)C(N)=O
- E_LUMO: 0.0232 Ha
- HOMO-LUMO gap: 10.4 eV

```
22
Properties=species:S:1:pos:R:3:mulliken_charge:R:1
H -0.24 -0.39 1.88 0.457
H -1.79 -1.46 -0.09 0.273
C 0.07 -2.27 -0.30 -0.920
O -2.60 1.16 0.41 -0.501
H -1.54 1.85 -1.16 0.402
C -0.52 0.11 -0.42 0.239
C 1.84 0.57 0.36 0.127
N -0.83 -1.21 0.12 -0.485
O 2.60 -0.04 1.15 -0.719
H 2.08 1.96 -1.04 0.209
C -1.81 0.88 -0.72 -0.923
H 1.04 -2.17 0.20 0.244
H 3.59 1.00 0.22 0.435
H -2.61 0.41 1.00 0.362
N 2.59 1.39 -0.37 -0.532
C 0.37 0.88 0.62 0.037
H -0.35 -3.24 0.00 0.375
H 0.03 0.04 -1.37 0.357
H -2.38 0.32 -1.48 0.365
H 0.24 -2.29 -1.39 0.301
H 0.23 1.96 0.45 0.491
O 0.00 0.55 1.92 -0.596
```

***

Record 3
DFT (ωB97M-V/def2-TZVPD) results for a single C5H10N2 molecule at a distorted geometry.

- Energy relative to the best compared isomer or geometry (same formula, charge and spin): 540.4 kJ/mol
- E_LUMO (alpha / beta): 0.0345 / -0.0096 Ha
- HOMO-LUMO gap (alpha / beta): 9.6 / 6.8 eV

```
17
Properties=species:S:1:pos:R:3:mulliken_charge:R:1
H -0.72 2.29 0.23 0.355
H 0.90 2.02 0.91 0.327
C -2.43 -0.51 -0.66 -0.494
H 0.63 -0.60 -1.80 0.486
H 1.59 0.80 -1.23 0.407
H -1.10 -1.30 0.93 0.259
C -0.06 0.24 0.10 1.836
C 0.59 0.36 -1.28 -1.873
H 2.04 -2.07 1.24 0.216
N 0.60 -0.71 1.10 -0.574
N 1.55 -1.46 0.60 -0.214
H -0.55 1.50 1.80 0.388
C -0.11 1.60 0.81 -1.427
C -1.36 -0.48 0.08 -0.574
H -3.28 -1.18 -0.54 0.279
H -0.05 1.00 -1.88 0.442
H 1.76 -1.51 -0.40 0.162
```

***

Record 4
DFT (ωB97M-V/def2-TZVPD) results for 4 unconnected molecules or ions with the total composition CH9O4 at a distorted geometry.

- Energy relative to the best compared isomer or geometry (same formula, charge and spin): 62.2 kJ/mol
- Total charge: -1
- E_LUMO: 0.1497 Ha
- HOMO-LUMO gap: 7.7 eV

```
14
Properties=species:S:1:pos:R:3:mulliken_charge:R:1
O -0.84 -1.99 1.18 -0.684
H 1.17 2.02 -0.07 0.176
O 1.36 -1.98 -1.70 -0.636
C 0.51 1.39 -0.71 -0.707
H -0.49 1.57 2.79 0.272
H 0.70 -2.17 -2.38 0.287
H 1.09 1.16 -1.63 0.260
H -0.57 -1.19 0.67 0.461
O -1.24 1.45 2.21 -0.660
H -1.59 -2.30 0.65 0.253
H -0.39 1.97 -1.01 0.198
H 1.06 -1.07 -1.49 0.333
O 0.11 0.27 0.01 -0.949
H -0.89 0.88 1.49 0.395
```

***

Record 5
DFT (ωB97M-V/def2-TZVPD) results for a single C6H5PS3 molecule at a distorted geometry.

- E_LUMO (alpha / beta): -0.0478 / -0.1019 Ha
- HOMO-LUMO gap (alpha / beta): 7.3 / 5.2 eV

```
15
Properties=species:S:1:pos:R:3:mulliken_charge:R:1
C 1.04 -2.04 0.43 0.169
S -1.73 0.35 1.76 -0.278
H 1.92 1.25 0.17 0.251
S 0.99 -3.20 1.68 -0.055
C 0.24 -0.97 0.49 -0.096
H 0.29 1.58 0.91 0.261
P -1.01 1.20 -2.92 -0.016
H 0.67 2.11 -0.72 0.445
C 0.82 1.33 0.02 -1.041
C -0.69 -0.87 1.55 0.342
H -0.88 -1.00 -1.75 0.412
S -0.69 -2.25 2.64 -0.055
C 0.21 0.12 -0.54 0.209
C -0.58 0.01 -1.67 -0.567
H -0.61 2.38 -2.05 0.018
```

***

Record 6
DFT (ωB97M-V/def2-TZVPD) results for 9 unconnected molecules or ions with the total composition C48H66O6S2 at a distorted geometry.

- SMILES string: CCOS(C)(=O)=O.CCOS(C)(=O)=O.c1ccccc1.c1ccccc1.c1ccccc1.c1ccccc1.c1ccccc1.c1ccccc1.CCCCCC
- E_LUMO: 0.0066 Ha
- HOMO-LUMO gap: 9.4 eV

```
122
Properties=species:S:1:pos:R:3:mulliken_charge:R:1
H 1.17 -9.29 -5.20 0.348
H 4.27 9.73 1.65 0.342
C 4.08 10.28 3.72 -0.370
H -8.90 1.02 -3.04 0.311
C -7.61 -0.38 8.42 -0.351
H 6.21 2.79 -3.89 0.426
C 1.93 -6.17 -4.04 -0.289
H -7.98 1.07 4.90 0.369
O -1.81 0.93 1.05 -0.600
C 1.93 8.46 3.82 -0.426
H 4.55 1.73 -5.40 0.342
C -9.75 1.36 -2.48 -0.092
C 3.51 -6.82 2.93 -0.362
O -1.11 1.55 -1.34 -0.586
H 2.79 3.02 6.42 0.439
H 1.75 3.45 9.38 0.303
C 3.22 -6.41 -3.57 -0.269
H 2.14 1.99 7.66 0.240
H -11.01 -0.26 -3.24 0.371
H 3.69 -5.71 -2.90 0.340
H 8.48 1.62 -3.10 0.315
H 5.05 3.37 -5.94 0.341
C 8.73 -0.50 -3.31 -0.474
H 4.53 -7.04 2.63 0.353
C 7.17 0.90 -4.74 -0.608
O -1.94 -0.76 -0.89 -0.285
H -4.53 -2.27 -12.68 0.342
H -4.66 -3.20 -8.51 0.331
C 3.72 9.60 2.57 -0.253
H 7.10 0.66 -2.56 0.348
H 7.30 2.95 -5.11 0.342
H 1.44 -4.26 3.71 0.374
C 5.33 2.32 -5.90 -1.168
C -4.39 -2.55 -9.34 -0.268
H -5.16 -3.85 -10.73 0.331
C -3.71 -2.41 -0.96 -1.219
H 1.55 -5.17 -3.98 0.343
C 1.97 3.90 8.41 -1.206
H 3.36 -9.72 -4.38 0.337
C 7.84 0.78 -3.35 -0.607
C 0.41 -0.24 0.06 -0.898
C -8.72 -0.78 7.66 -0.339
C -9.56 2.38 -1.52 -0.629
H 8.61 -0.40 -1.14 0.324
H 9.47 -0.40 -4.10 0.309
H 0.96 0.25 0.87 0.331
C -11.88 2.14 -0.92 -0.521
C -8.71 -0.38 6.31 -0.323
H 2.86 -8.87 2.65 0.339
H 5.57 2.01 -6.91 0.291
H -7.49 -0.83 9.39 0.295
C -10.94 0.67 -2.69 -0.533
H -9.54 -0.62 5.67 0.331
C -3.89 -1.31 -9.01 -0.373
H 4.87 11.02 3.77 0.341
S 5.29 2.29 7.19 1.112
C 2.56 8.76 2.57 -0.414
H -13.03 0.69 -2.00 0.332
H 4.85 4.48 6.32 0.280
C -7.75 0.54 5.81 -0.397
H -2.58 -1.69 0.78 0.316
H 6.28 0.29 -4.80 0.276
H -5.55 0.36 8.41 0.360
H 3.65 10.70 5.72 0.328
H -4.06 -1.97 -1.89 0.314
H -3.72 -0.49 0.10 0.344
H -3.87 -0.99 -7.98 0.304
C 0.86 -6.30 3.31 -0.275
H -12.69 2.25 -0.21 0.322
C -4.67 -2.90 -10.65 -0.273
H -10.49 3.31 0.16 0.340
O 4.72 1.43 6.16 -0.592
H 6.49 4.30 7.02 0.314
C 1.26 -7.60 3.00 -0.360
H -3.08 -3.25 -1.24 0.322
H 10.06 0.20 -1.67 0.317
C -6.48 0.28 7.87 -0.361
C 9.36 -0.60 -1.90 -1.236
H 0.95 4.19 8.17 0.401
O 6.31 1.93 8.19 -0.583
H -0.20 -6.11 3.27 0.331
C 3.02 -8.70 -4.29 -0.177
C 3.29 10.12 4.88 -0.204
H 2.51 4.85 8.48 0.290
C 2.21 9.23 4.92 -0.405
C 2.60 -7.84 2.84 -0.317
C 5.77 3.90 6.31 -0.800
C 2.70 2.91 7.50 -0.203
C 1.78 -5.27 3.53 -0.381
H 9.95 -1.50 -1.69 0.350
H -3.43 0.69 -9.83 0.348
H 0.50 -8.34 2.82 0.352
H 6.12 3.71 5.29 0.320
S -1.23 0.58 -0.28 1.107
H 1.63 9.03 5.81 0.346
C -10.65 2.66 -0.69 -0.125
H 4.81 -7.89 -3.42 0.342
C -3.98 -0.70 -11.30 -0.241
C 6.46 2.31 -4.84 -0.647
H 0.95 0.15 -0.81 0.341
C 1.71 -8.46 -4.75 -0.443
H 3.87 -4.76 3.46 0.349
H 1.09 7.78 3.72 0.375
H -4.54 -2.84 -0.41 0.365
C -4.35 -2.01 -11.65 -0.465
C 3.81 -7.66 -3.77 -0.465
H 7.91 0.63 -5.50 0.394
H 0.32 -6.68 -4.99 0.297
H 8.23 -1.39 -3.68 0.366
H -8.59 2.80 -1.31 0.358
O 4.02 2.89 8.10 -0.315
H 2.40 8.27 1.62 0.341
H -3.94 -0.01 -12.12 0.327
C 1.27 -7.14 -4.75 -0.363
C 3.18 -5.59 3.38 -0.404
H 0.37 -1.32 0.10 0.311
H -9.42 -1.45 8.14 0.366
C -3.02 -1.29 -0.13 -0.165
C -12.06 1.16 -1.94 -0.134
H -5.72 1.28 6.19 0.331
C -3.70 -0.35 -9.98 -0.363
C -6.61 0.80 6.57 -0.279
```

***

Record 7
DFT (ωB97M-V/def2-TZVPD) results for 2 unconnected molecules or ions with the total composition C3H5F2N2 at a distorted geometry.

- Energy relative to the best compared isomer or geometry (same formula, charge and spin): 300.8 kJ/mol
- Total charge: +1
- E_LUMO: -0.1901 Ha
- HOMO-LUMO gap: 9.0 eV

```
12
Properties=species:S:1:pos:R:3:mulliken_charge:R:1
H -2.38 1.23 -0.23 0.312
C 0.51 0.55 -0.01 0.341
H -1.87 0.74 -2.01 0.306
H 2.13 0.05 1.09 0.229
H 2.13 1.52 0.22 0.213
N -0.43 1.03 -0.61 -0.070
C -1.64 1.00 -0.98 -0.278
F -1.14 -1.78 -0.07 -0.161
F -0.03 -1.54 1.72 -0.154
C 0.01 -1.55 0.44 0.180
H 0.99 -1.97 -0.02 0.388
N 1.72 0.72 0.47 -0.305
```

***

Record 8
DFT (ωB97M-V/def2-TZVPD) results for a molecular structure, C18H25ClN2PbS at a distorted geometry.

- Energy relative to the best compared isomer or geometry (same formula, charge and spin): 0.0 kJ/mol
- Total charge: +2
- E_LUMO (alpha / beta): -0.3509 / -0.3377 Ha
- HOMO-LUMO gap (alpha / beta): 5.3 / 5.7 eV

```
48
Properties=species:S:1:pos:R:3:mulliken_charge:R:1
C -2.57 -3.42 3.08 -0.739
C 0.99 1.05 2.06 -0.315
C 0.40 -0.97 2.97 -0.096
H 2.04 5.96 -4.32 0.346
H 0.51 5.37 -3.63 0.365
H -0.08 -1.69 3.63 0.626
C 3.57 3.71 -3.85 -1.356
C 1.55 3.43 -5.32 -1.358
H -3.19 0.92 1.96 0.476
Cl 1.32 2.70 -2.71 -0.175
H 3.92 2.69 -4.08 0.364
C 0.08 0.41 2.93 -0.604
H -3.23 -3.71 2.25 0.381
H 1.95 5.56 -2.59 0.370
H 1.02 2.12 1.85 0.473
H -1.11 -4.95 4.83 0.427
H 1.43 -5.69 3.72 0.474
C -0.61 -4.77 3.89 -0.080
H -2.91 -3.79 4.05 0.302
H -3.67 -1.62 1.29 0.581
H 0.46 3.50 -5.40 0.367
C 2.03 3.80 -3.90 1.023
C -3.25 -0.86 0.63 -0.141
C 0.60 -5.12 3.37 -0.593
H 1.85 2.40 -5.58 0.367
H -0.70 0.87 3.53 0.474
C 1.61 5.26 -3.59 -1.350
H 3.96 3.98 -2.86 0.367
H 1.95 -2.17 1.90 0.546
C -3.00 0.49 0.98 -0.398
H -2.33 2.24 -0.25 0.472
C 1.49 -1.20 2.10 -0.608
Pb -0.15 -0.77 -0.19 1.123
H 1.98 4.10 -6.07 0.343
S -0.95 -3.68 0.13 -0.261
C 1.88 0.06 1.53 -0.895
C -2.52 0.23 -1.26 -0.801
H -3.06 -1.96 -1.31 0.579
H -2.17 0.39 -2.28 0.616
H 1.39 -4.63 1.40 0.287
H -2.50 -2.31 3.07 0.216
C -2.56 1.17 -0.19 -0.499
N -1.26 -4.04 2.91 0.153
C -0.53 -4.01 1.75 -0.190
C -2.96 -1.04 -0.74 -0.690
H 4.04 4.39 -4.58 0.344
N 0.65 -4.59 2.10 0.098
H 2.66 0.20 0.79 0.588
```

***

Record 9
DFT (ωB97M-V/def2-TZVPD) results for 8 unconnected molecules or ions with the total composition C17H48ClO11 at a distorted geometry.

- Energy relative to the best compared isomer or geometry (same formula, charge and spin): 54.6 kJ/mol
- Total charge: -1
- E_LUMO: 0.0960 Ha
- HOMO-LUMO gap: 9.8 eV

```
77
Properties=species:S:1:pos:R:3:mulliken_charge:R:1
O 3.39 11.24 -13.94 -0.519
H 2.64 15.40 -17.39 0.297
O 4.69 11.61 -16.62 -0.671
C 6.63 8.99 -14.27 -1.184
C -1.91 15.12 -16.33 -1.597
C 3.59 14.47 -10.02 -1.532
Cl 1.95 11.15 -13.91 1.296
H 3.49 15.56 -10.00 0.327
C 4.73 14.53 -12.35 -1.150
C 3.14 14.59 -16.85 -0.214
C 4.76 10.51 -17.50 -0.358
H 6.68 9.16 -15.35 0.229
H 3.82 9.96 -17.45 0.029
H -0.45 7.48 -11.26 0.390
O 6.45 6.52 -14.32 -0.582
H 3.72 12.86 -11.44 0.052
H 0.87 6.35 -18.06 0.268
H -2.29 12.28 -15.91 0.304
C 5.78 7.71 -13.95 0.381
H 4.29 13.12 -17.48 0.502
H 4.73 11.01 -18.47 0.346
H 4.54 14.21 -9.57 0.389
H 7.65 8.92 -13.89 0.401
H -2.95 14.91 -16.08 0.341
H 0.42 7.24 -9.83 0.355
H -0.40 13.62 -14.12 0.336
H 1.64 5.80 -15.57 0.222
O 1.62 10.85 -12.57 -0.586
H 6.14 9.81 -13.76 0.210
C 0.71 6.20 -15.98 -1.153
H 5.76 14.48 -12.00 0.361
H 0.72 8.73 -10.81 0.288
O 1.49 12.47 -14.27 -0.543
C 0.54 7.65 -10.83 -1.524
H 4.56 7.97 -15.68 0.388
C 4.45 7.77 -14.61 -0.709
C 1.50 6.93 -11.73 1.448
H 6.96 6.71 -15.11 0.357
C 2.96 6.92 -11.37 -1.237
C 3.62 13.95 -11.48 1.147
H 5.56 9.79 -17.31 0.172
H 2.82 13.97 -9.43 0.362
H 1.95 8.53 -16.66 0.170
O 1.04 5.58 -11.75 -0.635
H -0.53 8.46 -16.44 0.290
H 4.31 11.27 -15.80 0.290
O -1.17 14.09 -14.45 -0.622
C -1.35 12.64 -16.34 -0.995
O 1.49 10.25 -14.93 -0.499
O 2.08 7.80 -17.28 -0.439
H -0.20 8.78 -18.08 0.347
H 0.07 5.32 -16.09 0.446
H 3.28 7.92 -11.06 0.290
H -1.59 16.01 -15.79 0.374
H 0.02 14.16 -16.05 -0.452
H -1.81 15.21 -17.41 0.379
C -0.33 7.95 -17.38 -1.357
H 3.92 6.83 -14.50 0.161
O 2.40 14.29 -12.03 -0.579
H 4.72 13.99 -13.30 0.137
H 3.77 8.52 -14.21 0.078
O 3.91 13.91 -17.86 -0.596
H 2.22 13.63 -12.70 0.178
H -1.43 12.61 -17.43 0.358
H 1.50 7.40 -12.72 -0.319
H 1.53 5.08 -12.41 0.340
H 5.64 7.64 -12.87 0.249
H 0.30 6.82 -15.19 0.226
H 2.37 13.90 -16.50 -0.088
H 4.47 15.56 -12.60 0.316
C -1.04 14.02 -15.83 1.569
H -0.54 11.94 -16.14 0.010
C 0.88 7.05 -17.23 0.481
H 3.54 6.51 -12.19 0.206
H -1.20 7.34 -17.63 0.433
H 3.01 6.21 -10.54 0.403
H 3.78 14.97 -16.05 0.209
```

***

Record 10
DFT (ωB97M-V/def2-TZVPD) results for 2 unconnected molecules or ions with the total composition C5H11N3O at a distorted geometry.

- Energy relative to the best compared isomer or geometry (same formula, charge and spin): 568.3 kJ/mol
- E_LUMO: 0.0229 Ha
- HOMO-LUMO gap: 6.6 eV

```
20
Properties=species:S:1:pos:R:3:mulliken_charge:R:1
H -0.61 -1.85 0.60 0.125
N 1.94 -1.10 0.05 -0.445
H -0.09 0.82 -1.70 0.215
C -1.05 0.32 0.70 0.250
H -1.49 2.27 1.39 0.232
H 1.33 2.02 0.57 0.255
H -0.73 -1.63 -2.46 0.315
H -2.87 1.40 0.51 0.245
H -1.23 -1.23 2.23 0.333
C -0.63 -0.04 -1.27 -0.676
C -0.77 -1.01 1.27 0.010
N 0.29 0.01 1.39 -0.267
O -0.11 -1.29 -1.81 -0.529
H 1.34 -1.81 -0.35 0.261
H 2.37 1.35 -0.63 0.236
H 2.74 -0.93 -0.54 0.260
C 1.26 0.03 0.43 0.198
C -1.87 1.38 0.92 -1.045
N 1.87 1.24 0.23 -0.468
H -1.68 0.05 -1.53 0.496
```

***

Record 11
DFT (ωB97M-V/def2-TZVPD) results for a molecular structure, C4H2LiO6 at a distorted geometry.

- Energy relative to the best compared isomer or geometry (same formula, charge and spin): 0.0 kJ/mol
- Total charge: +1
- E_LUMO: -0.1700 Ha
- HOMO-LUMO gap: 10.4 eV

```
13
Properties=species:S:1:pos:R:3:mulliken_charge:R:1
Li -2.21 -1.19 -0.12 1.043
C 1.90 -0.37 0.80 0.396
O -0.36 -0.66 0.08 -0.629
O 3.77 0.92 -1.31 -0.413
C 3.01 0.46 -0.53 0.606
H 0.04 0.40 1.77 0.380
C 0.40 -0.17 0.89 0.014
O 2.39 -0.75 -0.47 -0.328
H 2.29 -0.96 1.64 0.327
O 2.54 0.92 0.66 -0.349
O -3.86 -0.39 -0.89 -0.471
C -4.58 0.46 -1.24 0.642
O -5.32 1.34 -1.29 -0.217
```

***

| no. | M (g/mol) |
| --- | --- |
| 1 | 361.8 |
| 2 | 148.2 |
| 3 | 98.1 |
| 4 | 85.1 |
| 5 | 204.3 |
| 6 | 803.2 |
| 7 | 107.1 |
| 8 | 544.1 |
| 9 | 464.0 |
| 10 | 129.2 |
| 11 | 153.0 |